The following is a quantum chemistry calculation of a 12-piece molecular cluster, C49H122F2N8O15S2 overall in a non-equilibrium geometry, from OMol25.

Cartesian coordinates (Å):
O -2.826 -4.253 1.445
H -2.200 -3.577 1.172
H -2.445 -4.738 2.181
H -3.677 -3.908 1.724
N 0.064 -1.374 0.134
S 0.997 -0.488 0.877
O 0.432 0.508 1.754
O 2.348 -0.357 0.258
F 1.258 -1.660 1.950
S -0.078 -0.235 -1.147
O 0.759 -0.478 -2.309
O -0.567 1.102 -0.904
F -1.402 -0.959 -1.660
C -0.255 6.054 -4.302
C -1.474 6.012 -5.269
O -1.017 6.465 -6.441
H 0.619 5.537 -4.696
H -0.477 5.492 -3.395
H 0.035 7.076 -4.054
H -2.305 6.601 -4.880
H -1.693 4.952 -5.394
H -1.809 6.435 -6.983
C -5.757 -5.550 -4.271
C -5.609 -5.035 -5.689
O -6.105 -6.033 -6.544
H -5.645 -4.750 -3.539
H -4.960 -6.283 -4.153
H -6.750 -5.972 -4.119
H -4.544 -4.918 -5.893
H -6.209 -4.146 -5.881
H -6.073 -5.733 -7.456
C 1.597 -5.394 -3.734
C 0.862 -5.933 -2.459
O 1.376 -5.413 -1.227
H 1.508 -4.309 -3.786
H 1.149 -5.763 -4.656
H 2.622 -5.748 -3.842
H 0.928 -7.020 -2.519
H -0.189 -5.647 -2.509
H 1.176 -4.481 -1.114
C -7.312 -5.427 2.387
C -7.731 -4.326 3.379
C -7.472 -4.920 4.827
C -7.417 -3.897 5.927
C -6.422 -2.819 5.522
C -6.660 -2.098 4.119
N -6.898 -3.128 3.082
O -6.872 -2.641 1.762
C -7.901 -1.179 4.138
C -5.313 -1.358 3.705
C -9.277 -4.050 3.210
H -7.390 -5.131 1.341
H -8.000 -6.267 2.481
H -6.322 -5.854 2.547
H -8.147 -5.740 5.072
H -6.583 -5.550 4.798
H -7.227 -4.405 6.872
H -8.408 -3.457 6.036
H -5.383 -3.068 5.734
H -6.735 -2.080 6.260
H -8.464 -1.343 5.057
H -7.672 -0.117 4.227
H -8.545 -1.309 3.268
H -4.410 -1.961 3.798
H -5.308 -1.158 2.633
H -5.158 -0.451 4.289
H -9.595 -3.324 3.959
H -9.856 -4.973 3.238
H -9.473 -3.552 2.260
H -7.738 -2.245 1.648
C 10.326 -1.059 -4.270
C 9.354 -2.200 -4.728
C 10.243 -3.356 -5.364
C 10.885 -4.368 -4.354
C 9.758 -4.898 -3.449
C 8.990 -3.794 -2.666
N 8.502 -2.761 -3.666
O 7.772 -1.858 -3.007
C 7.810 -4.519 -2.071
C 9.822 -3.176 -1.502
C 8.508 -1.712 -5.901
H 10.913 -0.762 -5.139
H 11.030 -1.496 -3.563
H 9.840 -0.199 -3.809
H 9.677 -3.963 -6.071
H 11.071 -3.031 -5.992
H 11.603 -3.840 -3.726
H 11.418 -5.121 -4.934
H 10.183 -5.493 -2.641
H 9.117 -5.531 -4.063
H 7.856 -5.590 -1.873
H 7.493 -4.040 -1.144
H 6.920 -4.368 -2.681
H 10.628 -2.544 -1.874
H 9.286 -2.506 -0.830
H 10.288 -3.908 -0.842
H 8.989 -1.442 -6.841
H 8.016 -0.803 -5.554
H 7.782 -2.461 -6.218
H 6.911 -2.042 -3.389
C -1.894 9.631 5.598
C -1.534 8.179 5.923
C -1.643 7.426 4.566
C -0.925 5.993 4.612
C 0.468 6.235 5.088
C 0.652 6.926 6.399
N -0.158 8.163 6.419
O 0.078 8.846 7.587
C 0.213 5.906 7.535
C 2.185 7.270 6.500
C -2.591 7.534 6.900
H -1.168 10.146 4.968
H -1.830 10.221 6.512
H -2.918 9.747 5.243
H -2.702 7.179 4.495
H -1.363 8.033 3.704
H -0.922 5.578 3.604
H -1.489 5.319 5.256
H 0.889 6.924 4.356
H 1.048 5.314 5.030
H -0.125 6.542 8.353
H -0.633 5.261 7.297
H 1.045 5.281 7.860
H 2.490 7.516 7.517
H 2.809 6.451 6.144
H 2.456 8.138 5.899
H -2.759 6.469 6.740
H -3.547 8.022 6.712
H -2.384 7.794 7.938
H 0.556 9.627 7.300
C -1.881 -7.287 -10.313
C -0.534 -6.624 -10.696
C -0.512 -5.049 -10.643
O -0.885 -4.546 -9.329
C -0.699 -3.114 -9.169
N 0.543 -7.154 -9.914
H -1.864 -8.376 -10.308
H -2.677 -7.100 -11.034
H -2.194 -6.899 -9.343
H -0.315 -6.704 -11.760
H -1.166 -4.632 -11.409
H 0.473 -4.656 -10.898
H -1.097 -2.733 -8.229
H -1.375 -2.649 -9.888
H 0.362 -2.876 -9.242
H 0.278 -6.855 -8.987
H 1.448 -6.731 -10.063
C -6.788 3.553 -1.099
C -6.842 3.652 -2.647
C -6.089 2.536 -3.371
O -6.241 2.624 -4.826
C -5.522 1.735 -5.592
N -8.254 3.741 -3.085
H -5.877 4.090 -0.837
H -6.728 2.526 -0.737
H -7.688 3.980 -0.656
H -6.312 4.566 -2.913
H -6.350 1.540 -3.011
H -5.031 2.699 -3.163
H -4.466 2.006 -5.593
H -5.809 1.693 -6.643
H -5.752 0.732 -5.234
H -8.123 3.821 -4.083
H -8.760 2.873 -2.980
C 0.913 0.907 12.784
C 1.847 -0.226 12.330
C 1.958 -0.256 10.794
O 0.731 -0.505 10.099
C 0.865 -0.534 8.667
N 3.087 -0.049 12.980
H 0.759 1.006 13.858
H -0.075 0.712 12.366
H 1.320 1.895 12.566
H 1.383 -1.155 12.660
H 2.634 -1.037 10.444
H 2.446 0.675 10.505
H 0.379 0.348 8.252
H 0.288 -1.398 8.338
H 1.860 -0.596 8.227
H 3.553 0.717 12.516
H 2.961 0.333 13.907
C 4.935 4.736 -0.926
C 6.042 3.987 -1.657
C 7.130 5.009 -2.180
O 6.642 5.984 -3.142
C 6.547 5.393 -4.401
N 6.722 3.169 -0.695
H 4.564 5.561 -1.536
H 5.347 5.280 -0.077
H 4.061 4.148 -0.645
H 5.642 3.411 -2.492
H 8.030 4.567 -2.607
H 7.496 5.580 -1.327
H 7.407 4.756 -4.608
H 6.477 6.146 -5.186
H 5.703 4.730 -4.591
H 7.617 2.921 -1.091
H 6.184 2.322 -0.576

Calculated values
Electronic energy ... -4502.2980 a.u.
Highest occupied orbital energy ... -0.2924 hartree
Gap between HOMO and LUMO ... 5.40 eV